Formula: C24H26N2O5S
Source: the Open Molecules 2025 dataset
Level of theory: wB97M-V/def2-TZVPD

Computed properties:
ΔE to the lowest compared entry with this formula, charge and spin	0.257	eV
SMILES string	CCc1ccccc1NC(=O)CN(c1ccc(OC)cc1OC)S(=O)(=O)c1ccccc1
HOMO-LUMO gap	8.5	eV
max |F|	0.0186	Eh/bohr

The geometry in XYZ format:
```
58
Properties=species:S:1:pos:R:3:forces:R:3:mulliken_charge:R:1
S -1.026509 -0.811292 0.601551 -0.367 0.106 0.027 1.797
O -2.063477 -0.033459 -0.011264 0.089 0.206 0.332 -0.750
O 0.411346 5.343210 1.339572 0.133 -0.362 0.142 -0.467
O -0.936321 -2.199301 0.266657 0.267 -0.100 0.392 -0.689
O 2.364819 -3.043306 -0.367112 0.103 -0.178 0.118 -0.692
O 1.552228 0.883614 2.520281 -0.233 0.191 -0.562 -0.156
N 1.024343 -1.814683 -1.762779 -0.299 0.316 -0.455 0.116
N 0.434159 -0.089094 0.165470 -0.801 -0.398 0.337 0.623
C -0.171347 6.286653 0.470588 -0.103 0.169 -0.156 -0.872
C 0.389507 4.032303 0.980783 0.020 -0.181 0.041 0.300
C -0.988831 -0.200320 5.084698 0.014 0.011 0.030 -0.391
C 1.245598 -4.650110 -4.112802 -0.100 0.037 -0.073 -0.626
C -0.122761 2.167363 -0.428253 0.239 0.058 0.280 -0.383
C 2.104248 1.342612 3.731571 0.118 0.085 0.260 -1.170
C 0.174106 -4.378228 -4.941620 0.013 -0.122 -0.082 -0.797
C -1.227761 -1.203707 -3.354718 -0.121 -0.068 -0.084 0.386
C 0.986270 3.158874 1.892859 0.065 0.098 0.141 -0.168
C -0.619077 -3.267474 -4.703037 0.046 0.017 0.033 -0.626
C -0.364570 -2.408367 -3.645358 0.053 0.047 0.119 0.865
C -1.533895 0.774288 4.262358 0.003 0.032 -0.055 -0.809
C -2.456158 -1.048018 -4.244462 0.206 0.064 0.177 -1.855
C 1.528642 -3.806030 -3.054615 0.115 -0.036 0.108 -0.425
C 0.470673 1.292613 0.463310 0.052 0.640 -0.055 -0.962
C -1.583740 0.572271 2.893110 -0.161 0.143 -0.003 -0.412
C -0.174132 3.529495 -0.183755 -0.083 0.337 -0.041 -1.104
C 1.020728 1.796226 1.658080 0.062 -0.057 -0.032 0.706
C -1.089912 -0.608335 2.373657 -0.027 -0.092 -0.679 -0.067
C 1.608957 -0.903746 0.383556 0.373 -0.711 0.031 -0.138
C 0.734257 -2.691470 -2.817279 0.132 -0.319 -0.219 -0.026
C -0.503033 -1.382769 4.548754 0.037 -0.026 -0.035 -0.831
C -0.550839 -1.590873 3.179793 0.043 -0.199 0.027 -0.292
C 1.692981 -2.068418 -0.617244 0.196 0.425 0.181 0.235
H -0.086123 -2.139950 5.195302 0.020 -0.078 0.041 0.424
H -0.034462 7.253139 0.952757 -0.035 -0.051 -0.077 0.259
H -0.946006 -0.038150 6.151738 -0.009 0.005 0.090 0.420
H -1.916459 1.690706 4.686355 -0.044 0.070 0.023 0.429
H -2.003309 1.304294 2.221134 -0.077 0.146 -0.011 0.478
H 1.399234 3.590295 2.789166 0.073 0.007 0.127 0.497
H -0.194506 -2.502832 2.726999 0.069 -0.149 0.022 0.547
H 2.356340 -4.009638 -2.396678 0.048 0.006 0.026 0.464
H 2.496253 -0.279603 0.244451 -0.136 -0.032 0.043 0.580
H -3.025098 -0.179392 -3.920135 -0.074 0.050 -0.026 0.438
H -0.616066 -0.298675 -3.458458 0.000 0.040 0.123 0.362
H 1.651420 -1.326557 1.392524 0.103 0.001 -0.169 0.133
H 2.450299 0.449577 4.249020 -0.010 0.083 0.017 0.251
H 1.866039 -5.516283 -4.287507 0.059 -0.068 -0.004 0.398
H -1.567644 -1.259344 -2.314788 0.076 0.089 -0.041 0.134
H 1.353057 1.848490 4.345078 0.023 -0.011 -0.032 0.403
H 2.950594 2.013438 3.557185 -0.033 -0.012 -0.002 0.402
H -2.174733 -0.902604 -5.285489 -0.042 -0.016 -0.101 0.386
H -1.454322 -3.078915 -5.358252 -0.110 0.062 -0.044 0.339
H -0.651393 4.174125 -0.902520 -0.039 0.100 -0.057 0.418
H -3.100213 -1.920303 -4.168380 -0.091 -0.079 -0.051 0.403
H -1.240460 6.098557 0.332987 0.042 -0.004 -0.002 0.343
H 0.325965 6.294515 -0.504017 -0.025 -0.012 0.034 0.348
H 0.455800 -0.978756 -1.727640 0.175 -0.160 0.000 -0.050
H -0.052312 -5.029159 -5.773260 -0.020 -0.053 -0.064 0.376
H -0.572395 1.762503 -1.319924 -0.028 -0.066 -0.109 0.500
```
Positions in Å, forces in eV/Å.



Formula: C4H4N6OS
Source: the Open Molecules 2025 dataset
Level of theory: wB97M-V/def2-TZVPD

Computed properties:
ΔE to the lowest compared entry with this formula, charge and spin	2.703	eV
HOMO-LUMO gap (alpha / beta)	6.9 / 5.2	eV
max |F|	0.0823	Eh/bohr

The geometry in XYZ format:
```
16
Properties=species:S:1:pos:R:3:forces:R:3:mulliken_charge:R:1
S 2.095032 -1.401817 -1.138815 0.395 0.786 0.319 0.068
O -0.224577 0.329233 -1.094161 -0.802 -0.076 0.144 -0.489
N 0.869831 -0.818946 0.955199 0.693 1.732 2.929 -0.201
N 0.748263 -1.323489 -0.199919 -1.446 -2.467 -3.121 -0.119
N -3.016987 -0.695203 0.586394 -0.094 -1.473 1.486 -0.224
N -3.719355 0.381462 0.688024 -1.289 -0.685 0.211 -0.325
N -1.898805 -0.860179 0.010275 0.504 1.367 -1.431 0.025
N -3.447328 1.357676 -0.122244 0.194 1.376 -0.590 -0.113
C 3.017764 -0.388783 0.052208 0.450 -0.400 -0.629 -0.407
C 2.046060 -0.328980 1.187472 1.435 0.217 1.937 -0.100
C -1.403110 0.230627 -0.709510 -1.207 0.916 0.027 0.740
C -2.424775 1.317618 -0.902469 2.673 -1.393 0.917 -0.214
H 4.033901 -0.880426 0.046783 -0.977 0.885 0.901 0.380
H 2.312751 0.182599 2.181664 -0.660 -0.924 -1.688 0.362
H 3.062485 0.683523 -0.188345 0.531 -0.137 -0.629 0.260
H -2.051152 2.215090 -1.352563 -0.399 0.277 -0.782 0.358
```
Positions in Å, forces in eV/Å.



Formula: C7H9BrSi
Source: the Open Molecules 2025 dataset
Level of theory: wB97M-V/def2-TZVPD

Computed properties:
ΔE to the lowest compared entry with this formula, charge and spin	3.780	eV
HOMO-LUMO gap	7.0	eV
max |F|	0.0630	Eh/bohr

The geometry in XYZ format:
```
18
Properties=species:S:1:pos:R:3:forces:R:3:mulliken_charge:R:1
Br -3.538557 0.020124 0.131027 -0.560 0.471 0.003 -0.142
Si -2.160989 -1.578920 -0.323082 2.549 1.624 -1.168 0.486
C -0.348159 -0.075705 1.296068 0.202 -2.167 -0.091 -0.730
C 0.769366 1.283246 -0.934633 0.620 0.033 0.801 -0.706
C 0.154596 -0.848724 0.218163 -0.118 1.280 -2.786 -0.490
C -0.368675 1.254736 1.188383 -0.228 -0.156 0.225 -0.560
C 0.033749 1.928353 0.019441 1.560 1.446 -2.407 -0.091
C 1.210155 -0.053333 -0.582993 0.189 -1.391 0.288 0.683
C 2.528198 -0.423583 -0.683568 -2.552 1.263 -0.457 -1.066
H 1.394767 1.692486 -1.737043 -0.896 0.601 0.202 0.334
H -2.300340 -2.535273 0.768856 -0.006 -0.608 -0.259 -0.062
H -0.049390 3.039569 -0.111873 -0.380 -1.194 0.432 0.310
H 2.800652 -1.399190 -0.385835 0.655 -0.778 0.333 0.334
H 3.235950 0.311886 -1.083864 -0.135 -0.593 0.070 0.278
H 0.208127 -1.887786 0.075803 0.819 -1.472 1.126 0.555
H -0.750650 -0.768880 2.028194 -0.387 0.982 0.857 0.431
H -2.086863 -1.794322 -1.838429 -0.385 -0.470 1.118 -0.057
H -0.731936 1.835316 1.955377 -0.946 1.129 1.713 0.495
```
Positions in Å, forces in eV/Å.